This record from the Open Molecules 2025 dataset describes an isolated molecule of C20H16ClNOS2 in a non-equilibrium geometry. The level of theory is ωB97M-V/def2-TZVPD.

## Properties
- SMILES = CC(/C=C1\N=C(SCc2ccccc2Cl)SC1=O)=C\c1ccccc1
- energy (Eh) = -2158.283773
- HOMO-LUMO gap (eV) = 7.0
- LUMO energy (eV) = -0.72
- energy above the lowest of the compared OMol25 structures with the same formula, charge and spin (kcal per mole) = 0.0

Structure (ORCA input):
```
! RIJCOSX wB97M-V def2-TZVPD def2/J DEFGRID3
* xyz 0 1
C 1.13568 -1.54070 -0.71138
C 0.12932 -1.85622 -1.77167
C 0.06710 -3.04562 -2.42489
C 0.97272 -4.17311 -2.32345
C 0.44969 -5.46680 -2.42795
C 1.26958 -6.57273 -2.33349
C 2.63599 -6.41318 -2.16198
C 3.17373 -5.13840 -2.09651
C 2.35456 -4.02794 -2.17355
H 2.79116 -3.04202 -2.16468
H 4.24070 -5.00849 -1.98807
H 3.27884 -7.27807 -2.09361
H 0.84569 -7.56399 -2.40077
H -0.61491 -5.59460 -2.56279
H -0.77396 -3.20794 -3.08947
C -0.85775 -0.87610 -2.09872
C -0.97066 0.39556 -1.62300
N -0.16372 1.00580 -0.71222
C -0.49725 2.20575 -0.44258
S 0.46498 3.15301 0.63050
C -0.63106 4.57463 1.06646
C -0.90435 4.57904 2.53265
C -0.24385 5.47221 3.36921
C -0.47652 5.48313 4.73201
C -1.37721 4.58923 5.28577
C -2.04106 3.68602 4.47529
C -1.80119 3.68183 3.11108
Cl -2.64101 2.53318 2.12492
H -2.74296 2.98248 4.89477
H -1.56386 4.59088 6.34855
H 0.04576 6.18741 5.36095
H 0.46049 6.16748 2.93726
H -0.10168 5.47572 0.76257
H -1.54209 4.45877 0.48202
S -1.92616 2.84079 -1.30948
C -2.06967 1.24650 -2.12366
O -2.92641 0.98580 -2.91912
H -1.60435 -1.15291 -2.83343
H 0.65295 -0.99913 0.09757
H 1.91467 -0.88945 -1.10477
H 1.58805 -2.44782 -0.32032
*
```